2 unconnected molecules or ions with the total composition C4H13NO2 at a distorted geometry. Source: OMol25; level of theory: ωB97M-V/def2-TZVPD.

Its SMILES is NCCCCO.O. The value obtained for the relative energy (zero: lowest compared OMol25 entry of this formula, charge and spin) is 24.02 kcal/mol. Its net charge is 0. The value obtained for the lowest unoccupied orbital energy is 0.653 eV. The frontier orbital gap comes out at 0.363 Ha.

Each line ends with the natural charge from an NBO analysis.
Element x y z (Å)
C1 -1.1412 1.6523 0.2122  -0.064
O1 -2.4537 1.3862 -0.2848  -0.727
C2 -0.1417 0.5880 -0.2430  -0.416
C3 -0.8676 -0.7328 -0.6065  -0.410
C4 0.1124 -1.9239 -0.7329  -0.224
N1 1.4773 -1.6929 -1.1702  -0.826
H1 -0.8011 2.6372 -0.1136  0.163
H2 -1.1773 1.6018 1.3061  0.163
H3 -2.9787 2.1797 -0.1087  0.470
H4 0.4841 0.8672 -1.0904  0.195
H5 0.4983 0.3474 0.6006  0.187
H6 -1.4831 -0.9830 0.2380  0.209
H7 -1.4455 -0.5576 -1.5087  0.210
H8 -0.2854 -2.7188 -1.3567  0.194
H9 0.1457 -2.4471 0.2290  0.186
H10 2.0362 -1.1036 -0.5631  0.342
H11 1.5054 -1.1911 -2.0541  0.345
H12 2.4379 1.2417 2.9253  0.471
H13 2.0812 0.4183 1.6825  0.464
O2 1.9968 0.4308 2.6390  -0.933